No. 1
HNO4P | wB97M-V/def2-TZVPD

The calculation puts the HOMO energy (alpha / beta) at -0.4635 / -0.6537 Ha. As for the charge: +1. The value obtained for the total energy is -18969.6584 eV. Its spin multiplicity is 3.

Element x y z (Å)
N (1.5630, 0.4964, -0.0329)
O (1.4807, 1.0237, 0.9559)
O (2.0148, 0.3938, -1.0549)
O (0.4246, -0.8996, 0.0881)
O (-1.7562, 0.0875, -0.0337)
P (-1.0144, -1.2910, 0.1324)
H (-2.7126, 0.1894, -0.0550)



No. 2
HO | wB97M-V/def2-TZVPD

The calculation puts the HOMO energy at -0.0638 Ha. As for the charge: -1. The value obtained for the total energy is -2062.7800 eV. The energy relative to the best compared isomer or geometry (same formula, charge and spin) is 1.62 kJ/mol. The SMILES is [OH-].

Element x y z (Å)
O (0.1780, 0.0151, -0.4626)
H (-0.1780, -0.0151, 0.4626)



No. 3
HO2PS | wB97M-V/def2-TZVPD

The calculation puts the HOMO energy at -0.3884 Ha. The value obtained for the total energy is -24234.2527 eV. The energy relative to the best compared isomer or geometry (same formula, charge and spin) is 92.95 kJ/mol. The SMILES is O=POS.

Element x y z (Å)
O (2.3822, 0.6550, -0.5580)
P (1.3297, -0.0950, 0.1500)
O (-0.0928, 0.4161, -0.4373)
S (-1.5191, -0.9353, -0.0861)
H (-2.1001, -0.0409, 0.9313)



No. 4
HO2S | wB97M-V/def2-TZVPD

The calculation puts the HOMO energy (alpha / beta) at -0.0981 / -0.1031 Ha. As for the charge: -1. The value obtained for the total energy is -14942.4694 eV. The energy relative to the best compared isomer or geometry (same formula, charge and spin) is 398.95 kJ/mol.

Element x y z (Å)
O (1.7461, 0.3643, -0.3522)
O (-1.6838, -0.8588, 0.1065)
S (0.7134, 0.3992, 0.7237)
H (-0.7757, 0.0954, -0.4780)



No. 5
HO3P2S2 | wB97M-V/def2-TZVPD

The calculation puts the HOMO energy at -0.1382 Ha. As for the charge: -1. The value obtained for the total energy is -46411.2952 eV. The energy relative to the best compared isomer or geometry (same formula, charge and spin) is 131.26 kJ/mol. The SMILES is O=P1=[P@]([O-])(O)SS1.

Element x y z (Å)
O (-0.3628, -0.2839, 2.5202)
P (-0.2862, -1.1640, 1.3803)
P (0.8805, -0.2326, -0.4960)
O (2.1781, -0.4860, -1.1153)
O (0.7267, 1.3743, -0.3286)
S (-1.0003, -0.5485, -1.6386)
S (-1.9946, -0.3734, 0.1651)
H (-0.1415, 1.7142, -0.4871)



No. 6
HO3PS2 | wB97M-V/def2-TZVPD

The calculation puts the HOMO energy at -0.3429 Ha. The value obtained for the total energy is -37117.2497 eV. The energy relative to the best compared isomer or geometry (same formula, charge and spin) is 182.32 kJ/mol.

Element x y z (Å)
O (-2.3332, -1.1753, -0.8102)
O (-2.5548, -0.0904, 1.5024)
O (-0.3475, 0.2455, 0.2027)
P (-1.2452, -0.7979, 0.8701)
S (-0.1307, -2.1162, 1.7875)
S (-3.5449, -0.2602, -0.1308)
H (-0.8331, 0.9890, -0.2691)